{
  "formula": "C37H32N4",
  "method": "wB97M-V/def2-TZVPD",
  "largest_force_ha_per_bohr": 0.051,
  "homo_lumo_gap_ev": 4.18,
  "total_charge": 0,
  "e_lumo_ev": -2.17,
  "e_homo_ev": -6.35,
  "symbols": ["C", "C", "C", "N", "C", "C", "C", "C", "C", "N", "C", "C", "H", "H", "H", "H", "H", "H", "H", "C", "N", "C", "C", "C", "C", "C", "C", "C", "C", "C", "C", "C", "C", "C", "C", "C", "N", "C", "C", "C", "C", "C", "C", "C", "C", "C", "C", "C", "H", "H", "H", "H", "H", "H", "H", "H", "H", "H", "H", "H", "H", "H", "H", "H", "H", "H", "H", "H", "H", "H", "H", "H", "H"],
  "coordinates": [[-2.874, -1.258, 2.284], [-2.214, -0.093, 2.919], [-3.007, 0.973, 3.340], [-3.712, 1.828, 3.740], [-0.795, 0.062, 2.939], [0.073, -1.024, 2.611], [1.437, -0.827, 2.479], [1.997, 0.439, 2.700], [3.411, 0.644, 2.542], [4.562, 0.821, 2.424], [1.165, 1.505, 3.064], [-0.199, 1.317, 3.244], [-2.400, -2.195, 2.599], [-3.931, -1.287, 2.573], [-2.812, -1.222, 1.188], [-0.357, -2.020, 2.461], [2.081, -1.660, 2.189], [1.590, 2.497, 3.207], [-0.815, 2.144, 3.601], [-8.574, -2.238, 7.926], [-8.054, -2.145, 6.563], [-8.952, -1.680, 5.577], [-9.872, -0.663, 5.913], [-10.648, -0.060, 4.920], [-10.578, -0.519, 3.599], [-9.749, -1.603, 3.283], [-8.947, -2.188, 4.265], [-6.669, -2.073, 6.403], [-6.000, -2.427, 5.208], [-4.648, -2.175, 5.048], [-3.889, -1.466, 6.031], [-2.570, -0.985, 5.771], [-1.919, 0.073, 6.474], [-0.496, 0.207, 6.519], [0.121, 1.258, 7.176], [-0.652, 2.189, 7.912], [-0.093, 3.184, 8.768], [-0.408, 3.013, 10.195], [0.014, 4.509, 8.298], [-0.657, 5.560, 8.953], [-0.671, 6.838, 8.394], [0.103, 7.120, 7.263], [0.856, 6.093, 6.665], [0.777, 4.783, 7.146], [-2.055, 2.063, 7.868], [-2.673, 1.102, 7.100], [-4.543, -1.283, 7.292], [-5.877, -1.589, 7.477], [-7.936, -2.910, 8.508], [-8.612, -1.269, 8.443], [-9.586, -2.656, 7.880], [-9.920, -0.302, 6.943], [-11.303, 0.768, 5.191], [-11.157, -0.027, 2.815], [-9.722, -2.011, 2.272], [-8.317, -3.046, 4.032], [-6.534, -2.901, 4.389], [-4.161, -2.486, 4.127], [-1.970, -1.550, 5.054], [0.098, -0.549, 5.999], [1.206, 1.380, 7.144], [0.277, 3.629, 10.785], [-1.439, 3.296, 10.450], [-0.262, 1.961, 10.455], [-1.224, 5.357, 9.862], [-1.282, 7.612, 8.859], [0.111, 8.131, 6.843], [1.504, 6.318, 5.817], [1.312, 3.960, 6.663], [-2.647, 2.768, 8.451], [-3.758, 1.136, 6.975], [-3.974, -0.868, 8.123], [-6.363, -1.384, 8.434]],
  "lowdin_charge": [-0.083, -0.287, -0.271, 0.138, -0.210, -0.025, -0.040, -0.255, -0.192, 0.133, -0.033, -0.019, 0.066, 0.071, 0.095, 0.103, 0.120, 0.118, 0.112, -0.063, -0.085, -0.214, -0.019, -0.078, -0.091, -0.075, -0.026, -0.178, 0.007, 0.001, -0.192, 0.060, -0.205, -0.003, 0.005, -0.208, -0.117, -0.061, -0.233, -0.033, -0.090, -0.099, -0.082, -0.016, 0.007, -0.018, -0.014, -0.003, 0.095, 0.086, 0.103, 0.105, 0.105, 0.103, 0.106, 0.098, 0.090, 0.093, 0.114, 0.121, 0.120, 0.097, 0.075, 0.094, 0.098, 0.103, 0.100, 0.102, 0.108, 0.123, 0.120, 0.117, 0.105]
}